# C3H11N2O

A cluster of 2 separate species, C3H11N2O in total (ωB97M-V with the def2-TZVPD basis set, the OMol25 dataset).

## Properties
* highest occupied orbital energy: -12.68 eV
* energy above the lowest of the compared OMol25 structures with the same formula, charge and spin: 1.576 eV
* Kohn-Sham gap: 9.4 eV
* charge: +1

Element x y z (Å)
C (0.404, -0.258, 2.561)
C (0.135, -0.230, 1.074)
C (0.396, 0.973, 0.523)
N (0.522, 1.108, -0.950)
N (-0.385, -1.296, 0.456)
H (-0.433, 0.109, 3.163)
H (1.290, 0.275, 2.887)
H (0.490, -1.261, 3.027)
H (0.689, 1.901, 1.009)
H (-0.319, 1.403, -1.469)
H (0.814, 0.270, -1.457)
H (1.136, 1.918, -1.016)
H (-0.652, -2.126, 0.956)
H (-0.672, -1.361, -0.508)
H (-1.018, -1.170, -3.709)
H (-1.462, 0.213, -3.484)
O (-0.934, -0.469, -3.060)

# C29H30CuN8OTe

A structure of composition C29H30CuN8OTe (ωB97M-V with the def2-TZVPD basis set, the OMol25 dataset).

## Properties
* highest occupied orbital energy (alpha / beta): -12.91 / -12.91 eV
* energy above the lowest of the compared OMol25 structures with the same formula, charge and spin: 0.332 eV
* Kohn-Sham gap (alpha / beta): 6.5 / 6.0 eV
* charge: +2
* spin multiplicity: 2

Element x y z (Å)
Cu (0.724, 1.400, 0.960)
N (2.561, -2.315, -0.087)
C (2.342, -1.021, 0.071)
N (1.400, -0.522, 0.828)
C (0.528, -1.394, 1.492)
N (-0.378, -0.920, 2.274)
N (-0.290, 0.455, 2.330)
C (-0.708, 1.081, 3.359)
C (-0.342, 2.502, 3.444)
C (-0.786, 3.326, 4.460)
C (-0.319, 4.635, 4.505)
C (0.563, 5.064, 3.532)
C (0.945, 4.177, 2.532)
N (0.512, 2.922, 2.488)
C (0.700, -2.827, 1.317)
C (-0.134, -3.763, 1.936)
C (0.109, -5.110, 1.771)
C (1.186, -5.543, 0.993)
C (2.014, -4.633, 0.366)
C (1.757, -3.279, 0.534)
H (3.351, -2.616, -0.639)
H (3.007, -0.342, -0.449)
H (-1.219, 0.562, 4.163)
H (-1.472, 2.949, 5.206)
H (-0.639, 5.303, 5.293)
H (0.960, 6.069, 3.539)
H (1.620, 4.488, 1.745)
H (-0.955, -3.412, 2.544)
H (-0.530, -5.836, 2.253)
H (1.375, -6.601, 0.879)
H (2.848, -4.965, -0.239)
C (-1.529, 5.160, 0.304)
Te (-1.682, 3.113, -0.241)
C (-3.130, 2.627, 1.242)
H (-2.495, 5.628, 0.136)
H (-0.784, 5.628, -0.333)
H (-1.240, 5.251, 1.348)
H (-2.859, 3.124, 2.169)
H (-3.127, 1.550, 1.384)
H (-4.113, 2.950, 0.917)
C (-2.654, -5.177, -0.986)
C (-1.906, -4.036, -1.615)
C (-0.561, -4.152, -1.951)
C (0.119, -3.108, -2.555)
C (-0.542, -1.921, -2.851)
N (0.222, -0.877, -3.434)
C (-0.242, 0.270, -4.011)
O (-1.380, 0.533, -4.298)
N (0.829, 1.195, -4.216)
C (1.463, 1.744, -3.109)
C (2.523, 2.643, -3.238)
C (3.103, 3.178, -2.105)
C (2.621, 2.823, -0.855)
N (1.598, 1.976, -0.727)
C (1.036, 1.446, -1.818)
C (-1.891, -1.784, -2.532)
C (-2.547, -2.837, -1.915)
H (-1.973, -5.948, -0.627)
H (-3.327, -5.641, -1.708)
H (-3.262, -4.838, -0.147)
H (-0.041, -5.079, -1.756)
H (1.162, -3.230, -2.834)
H (1.201, -1.067, -3.581)
H (0.655, 1.827, -4.985)
H (2.883, 2.912, -4.223)
H (3.928, 3.871, -2.183)
H (3.043, 3.231, 0.052)
H (0.191, 0.788, -1.656)
H (-2.422, -0.882, -2.783)
H (-3.598, -2.725, -1.678)